(1)
{
  "formula": "C5H9NO",
  "method": "the ωB97M-V functional and the def2-TZVPD basis",
  "e_above_lowest_kj_mol": 226.2,
  "homo_ha": -0.358,
  "energy_ha": -325.85142,
  "charge": 0,
  "e_lumo_ev": 0.440,
  "elements": ["C", "C", "C", "C", "N", "H", "H", "H", "H", "H", "C", "O", "H", "H", "H", "H"],
  "positions_angstrom": [[-0.30237, -1.36596, 0.56293], [-1.38441, -0.72750, 0.10292], [-1.53541, 0.71741, -0.31911], [-2.54321, -1.54220, -0.17371], [-3.43175, -2.20973, -0.49477], [-0.34480, -2.41491, 0.83600], [0.65105, -0.86955, 0.66888], [-2.46234, 1.14186, 0.08803], [-0.68380, 1.32513, -0.01000], [-1.62074, 0.76165, -1.41095], [2.46169, 0.76914, -0.28086], [1.44773, 0.86685, 0.70410], [2.74617, 1.73406, -0.71796], [2.01301, 0.16418, -1.07486], [3.36815, 0.23555, 0.04126], [1.62103, 1.41403, 1.47810]],
  "forces_ev_per_a": [[-0.1, 0.0, -0.1], [0.1, -0.2, -0.1], [0.1, 0.0, 0.0], [-0.7, -0.6, -0.3], [0.5, 0.5, 0.3], [-0.2, 0.0, -0.2], [-0.3, 0.0, 0.2], [0.2, -0.1, 0.0], [-0.1, -0.2, 0.0], [0.0, 0.0, 0.1], [0.2, 0.0, -0.3], [0.0, 0.3, 0.2], [-0.1, -0.1, 0.2], [0.1, 0.1, 0.0], [-0.2, 0.2, 0.2], [0.6, 0.0, -0.4]]
}


(2)
{
  "formula": "C17H19FFeN3O7S2SbSe4",
  "method": "the ωB97M-V functional and the def2-TZVPD basis",
  "e_above_lowest_kj_mol": 0.0,
  "s2": 8.81,
  "homo_ha": [-0.207, -0.202],
  "energy_ha": -13356.33999,
  "spin_multiplicity": 6,
  "charge": -1,
  "e_lumo_ev": [1.793, 0.278],
  "elements": ["Fe", "C", "C", "C", "C", "C", "C", "C", "F", "C", "C", "C", "O", "C", "C", "N", "C", "C", "O", "O", "H", "H", "H", "H", "H", "H", "H", "H", "H", "H", "H", "O", "S", "O", "O", "O", "Se", "Sb", "Se", "Se", "Se", "C", "N", "C", "S", "N", "C", "H", "H", "H", "H", "H", "H", "H", "H"],
  "positions_angstrom": [[0.53405, 0.27382, -0.53482], [4.09178, -6.08410, -1.50406], [3.16980, -5.66192, -2.64148], [2.39769, -6.87173, -3.14509], [1.36670, -6.46837, -4.18232], [0.42563, -5.45888, -3.59678], [-0.87768, -5.35747, -4.01202], [-1.67837, -4.31104, -3.55829], [-2.94643, -4.25016, -4.01419], [-1.21010, -3.35374, -2.71142], [0.11252, -3.45770, -2.25488], [0.64947, -2.38880, -1.42989], [-0.12200, -1.43428, -1.12346], [2.00004, -2.49319, -1.05876], [2.71619, -3.58772, -1.47600], [2.23642, -4.58524, -2.21934], [0.92092, -4.52028, -2.67011], [2.74667, -1.52082, -0.18154], [3.80409, -1.86329, 0.32736], [2.24819, -0.33644, -0.03477], [4.68273, -6.93844, -1.83780], [3.50584, -6.38874, -0.63468], [4.79022, -5.30837, -1.19945], [3.76216, -5.24846, -3.46260], [1.91050, -7.37145, -2.30176], [3.12088, -7.57226, -3.56549], [0.81488, -7.33118, -4.55834], [1.87553, -6.00789, -5.03509], [-1.28453, -6.05846, -4.73081], [-1.81447, -2.51305, -2.40253], [3.74564, -3.64238, -1.16153], [-1.26420, 3.04086, 0.62467], [-0.54668, 2.56964, -0.53246], [-0.48112, 3.47024, -1.64058], [0.87745, 2.08364, -0.12736], [-1.04940, 1.17690, -0.97398], [2.15117, -2.77087, -5.50881], [2.99867, -0.73433, -4.43205], [4.85082, -2.19210, -3.75414], [4.38151, 0.55516, -6.07764], [1.52285, 0.82496, -3.30554], [1.15184, 3.19000, 3.44255], [0.40711, 2.13128, 2.79376], [0.82749, 0.90195, 2.51890], [-0.29629, -0.25230, 1.94115], [2.12069, 0.56304, 2.68376], [3.23608, 1.43020, 2.28966], [0.46399, 3.76796, 4.05883], [1.62288, 3.86458, 2.72528], [1.91470, 2.76393, 4.08900], [-0.45336, 2.38503, 2.32319], [2.27102, -0.40217, 2.43048], [3.80761, 1.77459, 3.15319], [2.87125, 2.27833, 1.71784], [3.88078, 0.85286, 1.63088]],
  "forces_ev_per_a": [[-0.1, -0.1, 0.2], [0.0, 0.0, 0.0], [0.1, -0.1, 0.0], [0.0, 0.0, 0.0], [0.0, 0.0, 0.0], [0.1, 0.0, 0.0], [0.0, 0.0, 0.0], [0.0, 0.0, 0.0], [0.0, 0.0, 0.0], [0.0, 0.0, 0.0], [0.0, 0.0, 0.0], [0.1, 0.0, -0.1], [0.0, 0.2, 0.1], [0.1, -0.1, 0.1], [0.0, -0.1, 0.0], [0.1, 0.1, 0.1], [0.0, 0.1, -0.1], [0.0, 0.2, -0.2], [-0.1, -0.1, 0.1], [-0.1, -0.1, -0.1], [0.0, 0.0, 0.0], [0.0, 0.0, 0.0], [0.0, 0.0, 0.0], [0.0, 0.0, 0.0], [0.0, 0.0, 0.0], [0.0, 0.0, 0.0], [0.0, 0.0, 0.0], [0.0, 0.0, 0.0], [0.0, 0.0, 0.0], [0.0, 0.0, 0.0], [0.0, 0.0, 0.0], [-0.1, 0.0, 0.3], [0.3, 0.0, -0.4], [0.0, 0.1, 0.0], [-0.1, -0.1, 0.0], [0.0, 0.0, 0.0], [0.0, -0.1, 0.0], [-0.2, 0.2, 0.0], [0.0, 0.0, 0.1], [0.0, 0.0, 0.0], [0.1, -0.2, 0.0], [0.0, 0.0, 0.0], [0.1, -0.1, 0.1], [0.1, 0.2, 0.0], [0.0, -0.1, -0.2], [0.0, 0.0, 0.0], [0.0, 0.0, 0.0], [0.0, 0.0, 0.0], [0.0, 0.0, 0.0], [0.0, 0.0, 0.0], [-0.2, 0.1, 0.0], [0.0, 0.0, 0.0], [0.0, 0.0, 0.0], [0.0, 0.0, 0.0], [0.0, 0.0, 0.0]]
}


(3)
{
  "formula": "C34H38Cl4N6",
  "method": "the ωB97M-V functional and the def2-TZVPD basis",
  "e_above_lowest_kj_mol": 42.2,
  "homo_ha": -0.348,
  "energy_ha": -3487.53921,
  "charge": 0,
  "e_lumo_ev": 0.181,
  "elements": ["C", "C", "C", "N", "C", "C", "H", "H", "H", "H", "H", "C", "C", "C", "N", "C", "C", "H", "H", "H", "H", "H", "C", "C", "C", "N", "C", "C", "H", "H", "H", "H", "H", "C", "C", "C", "N", "C", "C", "H", "H", "H", "H", "H", "C", "C", "C", "N", "C", "C", "H", "H", "H", "H", "H", "C", "C", "C", "N", "C", "C", "H", "H", "H", "H", "H", "Cl", "C", "C", "Cl", "H", "H", "H", "H", "Cl", "C", "C", "Cl", "H", "H", "H", "H"],
  "positions_angstrom": [[-6.41465, -8.03221, 2.51801], [-5.63615, -6.86310, 2.67116], [-6.27751, -5.67521, 2.76900], [-7.64847, -5.54505, 2.77221], [-8.39988, -6.69345, 2.76221], [-7.80355, -7.92007, 2.52330], [-6.00102, -9.02004, 2.37839], [-4.55970, -6.87447, 2.75801], [-5.67622, -4.79760, 2.95521], [-9.46613, -6.64967, 2.92832], [-8.47374, -8.76354, 2.44718], [5.93799, -5.60464, -5.32995], [4.72448, -5.11896, -4.81814], [3.62324, -5.48716, -5.62807], [3.76191, -6.13575, -6.81077], [4.92311, -6.57597, -7.25175], [6.07663, -6.25254, -6.53008], [6.85451, -5.50795, -4.76688], [4.67002, -4.54182, -3.90691], [2.62403, -5.21078, -5.32544], [5.05957, -7.18627, -8.13227], [7.05723, -6.54499, -6.87547], [3.09671, 7.97218, 6.41547], [2.56102, 6.99067, 5.55318], [1.44731, 7.32597, 4.77845], [0.93854, 8.58382, 4.74971], [1.55752, 9.45603, 5.54558], [2.58643, 9.19273, 6.45886], [3.93624, 7.76554, 7.06270], [2.90500, 5.96825, 5.50100], [0.96310, 6.58147, 4.16391], [1.13982, 10.44956, 5.47604], [3.15760, 9.94668, 6.98013], [-0.46223, -9.33006, 0.52967], [0.32041, -10.12889, 1.47130], [1.34868, -9.50567, 2.09661], [1.69446, -8.18421, 1.96575], [0.92679, -7.43514, 1.09223], [-0.13426, -8.00304, 0.38417], [-1.15745, -9.84569, -0.11624], [-0.01489, -11.14069, 1.64511], [1.83449, -10.03360, 2.90388], [1.24651, -6.45824, 0.76077], [-0.79237, -7.33358, -0.14978], [-6.15158, 10.40307, 0.94097], [-5.18003, 9.43393, 1.23527], [-5.26867, 8.09700, 0.77785], [-6.33845, 7.72518, -0.03925], [-7.26718, 8.69450, -0.38887], [-7.22872, 9.99026, 0.10526], [-6.13927, 11.35086, 1.45859], [-4.42453, 9.54686, 1.99872], [-4.51700, 7.34879, 0.98177], [-7.97826, 8.31267, -1.10648], [-8.09002, 10.62336, -0.04883], [7.23499, 6.12278, -0.10197], [6.17225, 5.33329, 0.22002], [6.30110, 3.96445, 0.31425], [7.44568, 3.36367, -0.05228], [8.48068, 4.14155, -0.45665], [8.42064, 5.56257, -0.35721], [7.00148, 7.17648, -0.14173], [5.27146, 5.83459, 0.54204], [5.51837, 3.38719, 0.78382], [9.39419, 3.62953, -0.72075], [9.25499, 6.19735, -0.61666], [-0.88738, 1.53738, 0.96807], [-0.87686, -0.13653, 0.32942], [0.63284, -0.50298, 0.05093], [1.48652, -0.67992, 1.60860], [-1.53113, -0.08053, -0.54056], [-1.30675, -0.85556, 1.02676], [1.25040, 0.22994, -0.46827], [0.67905, -1.47138, -0.44719], [-1.42092, 0.95346, -5.08310], [-1.96719, -0.25954, -6.28637], [-3.02302, -1.28691, -5.74001], [-2.37589, -2.44712, -4.56183], [-1.00117, -0.65274, -6.60311], [-2.30398, 0.28345, -7.16945], [-3.45290, -1.91925, -6.51683], [-3.86890, -0.78457, -5.27070]],
  "forces_ev_per_a": [[-0.3, 0.6, -0.3], [-0.1, -2.0, -0.1], [-2.5, 0.6, 0.2], [0.2, -1.1, 0.8], [2.3, 1.6, -0.6], [0.2, -0.1, 0.6], [0.3, 0.1, 0.1], [0.1, -0.3, -0.1], [-0.3, 0.4, -0.3], [-0.1, 0.5, -0.2], [0.3, -0.3, 0.0], [0.6, 0.7, 1.0], [-0.2, -1.5, -2.0], [1.5, 0.4, -0.3], [-1.5, -0.4, 0.5], [1.2, 1.1, 1.3], [-0.5, -0.6, -0.3], [0.1, 0.4, 0.2], [-0.2, -0.2, 0.0], [-0.2, 0.0, -0.2], [-0.7, 0.1, -0.4], [0.0, -0.1, 0.0], [1.1, -3.4, -0.2], [-0.9, 0.4, 0.1], [0.6, 0.7, 0.6], [1.0, -0.7, 0.5], [-1.0, 0.7, 0.0], [-0.7, 2.0, -1.4], [0.2, -0.4, -0.1], [0.3, 0.1, 0.2], [-0.1, 0.0, -0.1], [0.1, 0.3, 0.1], [-0.6, 0.4, 0.3], [1.9, -1.6, 1.3], [-2.3, 1.5, -2.6], [0.3, 1.7, 1.3], [-1.4, 0.3, -1.8], [1.3, -2.7, 0.8], [-0.6, 0.3, 0.5], [-0.5, 0.3, 0.2], [0.5, -0.1, 0.1], [0.5, 0.0, -0.1], [0.2, 0.3, 0.8], [0.2, 0.0, -0.6], [-0.6, -2.0, -0.4], [-0.2, -1.1, 0.4], [-3.3, 1.4, -2.1], [1.1, 1.7, 0.6], [2.4, -1.6, 1.1], [0.7, 0.3, 0.8], [0.0, 0.1, -0.2], [0.3, 0.8, -0.1], [-0.1, -0.1, 0.2], [-0.4, 0.3, 0.2], [0.1, 0.3, -0.3], [-1.6, 1.2, 0.2], [-1.3, -0.4, 0.9], [1.1, 0.4, -0.1], [0.6, 0.3, -0.5], [-1.3, 0.8, 1.4], [1.9, -1.8, -1.4], [0.6, 0.3, 0.0], [-0.3, -0.2, -0.1], [0.0, -0.4, -0.3], [0.0, 0.0, -0.1], [0.3, -0.2, 0.0], [-0.3, -0.1, 0.3], [1.5, 0.4, -0.5], [-1.1, -0.3, 0.3], [0.0, -0.2, 0.2], [0.5, -0.3, -0.2], [0.1, 0.3, 0.2], [-0.7, 0.1, -0.3], [0.0, 0.1, 0.0], [-0.5, 0.0, 0.1], [0.1, -0.5, 0.1], [0.5, 0.7, -0.6], [0.3, 0.1, 0.2], [-0.4, -0.8, 0.1], [-0.6, 0.0, 0.3], [0.3, 0.3, -0.3], [0.3, 0.2, 0.1]]
}


(4)
{
  "formula": "C3H3OS",
  "method": "the ωB97M-V functional and the def2-TZVPD basis",
  "e_above_lowest_kj_mol": 451.8,
  "homo_ha": [-0.576, -0.576],
  "energy_ha": -589.04652,
  "charge": 1,
  "e_lumo_ev": [-6.809, -6.809],
  "elements": ["C", "C", "C", "O", "S", "H", "H", "H"],
  "positions_angstrom": [[0.64290, 0.30438, -1.02066], [0.19131, -1.33835, 0.98732], [-0.32081, 0.99825, -0.53470], [-1.14077, 0.79852, 0.49041], [-1.03916, -0.55359, 1.52332], [1.42596, -0.00733, -1.66339], [0.81194, -2.17613, 1.19960], [-0.57137, 1.97427, -0.98190]],
  "forces_ev_per_a": [[-0.4, -1.4, 1.8], [-0.5, 2.2, -1.4], [-0.4, 0.5, 0.2], [-0.8, 0.1, 0.7], [1.3, -0.3, -0.9], [0.4, -0.1, -0.3], [0.1, -0.6, 0.2], [0.2, -0.3, -0.2]]
}


(5)
{
  "formula": "C2H6N2O",
  "method": "the ωB97M-V functional and the def2-TZVPD basis",
  "e_above_lowest_kj_mol": 219.3,
  "homo_ha": -0.359,
  "energy_ha": -264.50380,
  "charge": 0,
  "e_lumo_ev": 0.857,
  "elements": ["N", "C", "O", "H", "H", "H", "C", "N", "H", "H", "H"],
  "positions_angstrom": [[2.32054, -0.25851, -1.22520], [2.69492, -0.52029, 0.05613], [2.36410, 0.35471, 0.85606], [1.91300, 0.61880, -1.37698], [2.42279, -0.89984, -1.96638], [3.45077, -1.29319, 0.39760], [-3.61165, -0.27184, 0.56406], [-3.83927, 0.77908, -0.10060], [-4.40769, -1.06215, 0.37839], [-2.91512, -0.64968, 1.35353], [-3.24507, 1.55714, -0.07522]],
  "forces_ev_per_a": [[1.1, -2.2, 0.4], [0.2, 2.9, 1.1], [0.4, -1.3, 0.5], [-0.7, 1.0, -0.1], [0.2, -0.5, -0.8], [-1.1, 0.1, -1.1], [-1.9, -1.3, -0.1], [-0.7, -1.6, -0.1], [0.9, 0.6, 0.3], [0.3, 1.2, -0.7], [1.5, 1.1, 0.7]]
}


(6)
{
  "formula": "C25H25N2O7",
  "method": "the ωB97M-V functional and the def2-TZVPD basis",
  "e_above_lowest_kj_mol": 0.0,
  "homo_ha": -0.118,
  "energy_ha": -1603.85579,
  "charge": -1,
  "e_lumo_ev": 2.188,
  "elements": ["C", "O", "C", "C", "C", "C", "C", "C", "C", "O", "N", "C", "C", "O", "N", "C", "C", "O", "C", "C", "H", "H", "H", "H", "H", "H", "H", "H", "H", "H", "H", "H", "H", "H", "C", "C", "O", "C", "C", "C", "C", "C", "C", "C", "C", "C", "O", "O", "H", "H", "H", "H", "H", "H", "H", "H", "H", "H", "H"],
  "positions_angstrom": [[3.07441, 0.96687, 5.10868], [1.71563, 0.97784, 5.60556], [0.71841, 0.56193, 4.78376], [-0.54843, 0.32626, 5.37913], [-1.50860, -0.36868, 4.68843], [-1.28533, -0.82385, 3.35701], [-2.24268, -1.62596, 2.67061], [-1.91638, -2.45535, 1.63754], [-2.81498, -2.60612, 0.48771], [-3.85313, -1.95551, 0.32278], [-2.47080, -3.56220, -0.47588], [-3.39079, -3.75338, -1.57243], [-1.25067, -4.25536, -0.52464], [-0.96583, -5.04689, -1.41811], [-0.35127, -3.98621, 0.51207], [0.88642, -4.73185, 0.44832], [-0.69575, -3.31236, 1.70042], [-0.01085, -3.46682, 2.71053], [-0.06910, -0.42161, 2.72856], [0.90486, 0.28082, 3.40611], [3.67031, 1.21782, 5.98595], [3.36061, -0.02394, 4.72513], [3.21026, 1.72660, 4.32613], [-0.71299, 0.64453, 6.40626], [-2.45851, -0.62687, 5.16126], [-3.36740, -1.66385, 3.13430], [-2.92531, -4.44121, -2.27418], [-4.32551, -4.17356, -1.18687], [-3.60610, -2.78946, -2.03924], [1.54500, -4.37804, 1.23731], [0.68896, -5.80189, 0.57159], [1.33318, -4.57638, -0.53459], [0.09341, -0.69456, 1.68316], [1.83793, 0.54961, 2.90383], [-4.27936, -6.05159, 1.50908], [-5.02719, -5.18696, 2.47579], [-4.43488, -3.87864, 2.44069], [-5.13431, -3.04353, 3.24945], [-4.65210, -1.62379, 3.11299], [-5.23766, -0.76045, 4.16999], [-5.18077, 0.73085, 3.98024], [-4.22391, 1.37308, 3.17541], [-3.98242, 2.74283, 3.33371], [-4.76356, 3.49907, 4.21518], [-5.79592, 2.88181, 4.93863], [-6.00316, 1.51223, 4.81726], [-5.70873, -1.18692, 5.22257], [-6.04335, -3.47904, 3.93349], [-4.69627, -7.06242, 1.54129], [-4.38556, -5.68095, 0.48294], [-3.21395, -6.11431, 1.76251], [-6.08289, -5.09626, 2.18959], [-4.96630, -5.57571, 3.49996], [-4.84763, -1.25737, 2.09810], [-3.65502, 0.78295, 2.45367], [-3.17870, 3.21466, 2.76384], [-4.57684, 4.56716, 4.33840], [-6.43457, 3.46016, 5.60816], [-6.78220, 1.01896, 5.39955]],
  "forces_ev_per_a": [[-0.9, 0.1, 0.2], [0.8, 0.3, -0.1], [-0.7, -0.6, -0.7], [1.1, 0.2, 0.0], [-0.4, -0.4, -0.9], [1.4, -0.2, 0.7], [2.7, 0.6, -0.9], [1.0, -0.9, -0.3], [-1.3, 0.3, 0.6], [1.4, -0.7, -0.3], [1.1, -0.4, 0.0], [-0.3, -0.1, -0.2], [-0.1, 0.3, 0.2], [-0.3, 0.6, 0.6], [-0.7, -0.2, -0.4], [0.2, -0.3, 0.0], [0.1, 0.7, 0.6], [-0.5, 0.0, -1.1], [-0.8, -0.2, 0.1], [0.2, 0.1, 1.0], [0.1, 0.0, -0.2], [-0.2, 0.2, 0.1], [0.0, -0.2, 0.2], [0.1, -0.1, -0.1], [0.3, 0.1, 0.0], [0.1, 0.9, -0.9], [-0.1, 0.1, 0.0], [0.1, 0.1, -0.2], [0.0, -0.2, 0.0], [-0.1, 0.0, 0.0], [0.2, 0.1, 0.0], [0.0, -0.1, 0.1], [-0.1, 0.1, 0.3], [-0.3, -0.1, 0.2], [0.2, -0.4, -0.3], [0.2, 0.0, -0.1], [-0.4, -0.7, 0.1], [-0.7, 1.3, 0.3], [-5.1, -0.3, 2.0], [-0.1, -1.2, -1.0], [0.0, 0.9, 0.3], [-0.3, -0.1, 0.3], [-0.3, 0.0, 0.0], [0.0, -0.3, 0.0], [0.1, 0.0, -0.4], [0.3, 0.0, -0.1], [0.3, 0.5, 0.2], [0.6, 0.2, -0.3], [0.1, 0.0, 0.0], [0.1, 0.0, 0.2], [-0.2, 0.1, -0.1], [0.2, -0.1, 0.2], [-0.1, 0.0, -0.3], [0.7, -0.1, 0.4], [0.0, 0.1, 0.3], [-0.3, -0.1, 0.1], [0.0, -0.3, 0.0], [0.2, -0.1, -0.2], [0.4, 0.0, -0.1]]
}